No. 1
The following is a DFT calculation (ωB97M-V with the def2-TZVPD basis set) of a cluster of 12 separate species, C42H115N7O19 in total in a non-equilibrium geometry.

Each line ends with the Löwdin charge.
Cartesian coordinates (Å):
C (3.65, 3.39, -3.64)  -0.110
O (3.28, 4.40, -4.56)  -0.174
C (1.93, 4.43, -4.91)  -0.251
C (1.43, 5.80, -5.34)  -0.234
N (1.77, 6.25, -6.67)  -0.052
C (0.94, 5.61, -7.70)  -0.195
C (1.34, 6.11, -9.07)  -0.257
O (2.62, 5.63, -9.39)  -0.172
C (3.01, 6.05, -10.68)  -0.108
H (4.72, 3.23, -3.62)  0.090
H (3.14, 2.48, -3.97)  0.074
H (3.25, 3.62, -2.65)  0.076
H (1.29, 4.16, -4.06)  0.117
H (1.67, 3.74, -5.72)  0.116
H (1.61, 6.45, -4.47)  0.126
H (0.33, 5.67, -5.23)  0.110
H (1.57, 7.25, -6.66)  0.109
H (-0.05, 6.08, -7.50)  0.116
H (0.75, 4.55, -7.55)  0.115
H (1.32, 7.22, -9.03)  0.120
H (0.58, 5.94, -9.84)  0.122
H (2.31, 5.73, -11.45)  0.084
H (3.97, 5.63, -10.98)  0.086
H (3.05, 7.15, -10.65)  0.089
C (-5.03, 0.63, 1.85)  -0.096
O (-4.42, 0.98, 0.63)  -0.217
C (-3.44, 2.02, 0.71)  -0.199
C (-3.11, 2.39, -0.70)  -0.214
N (-2.61, 1.28, -1.49)  -0.066
C (-2.62, 1.43, -2.93)  -0.189
C (-2.61, 0.00, -3.50)  -0.211
O (-3.52, -0.88, -2.84)  -0.191
C (-4.84, -0.64, -3.25)  -0.121
H (-4.34, 0.72, 2.69)  0.061
H (-5.45, -0.37, 1.72)  0.082
H (-5.90, 1.29, 1.98)  0.093
H (-2.61, 1.61, 1.30)  0.112
H (-3.92, 2.83, 1.27)  0.128
H (-2.33, 3.18, -0.74)  0.115
H (-3.96, 2.94, -1.14)  0.120
H (-3.12, 0.52, -1.05)  0.099
H (-1.78, 2.03, -3.27)  0.118
H (-3.57, 1.83, -3.31)  0.106
H (-1.66, -0.54, -3.49)  0.116
H (-2.80, 0.05, -4.58)  0.117
H (-5.27, 0.35, -3.02)  0.087
H (-5.51, -1.28, -2.66)  0.089
H (-4.99, -0.92, -4.30)  0.091
C (-4.67, -4.22, 1.96)  -0.122
O (-4.91, -4.13, 3.34)  -0.175
C (-6.08, -3.42, 3.68)  -0.219
C (-7.31, -4.31, 3.57)  -0.198
N (-8.60, -3.60, 3.66)  -0.083
C (-9.72, -4.55, 3.52)  -0.209
C (-10.91, -3.76, 3.09)  -0.238
O (-11.97, -4.68, 2.80)  -0.183
C (-13.21, -4.14, 2.44)  -0.126
H (-4.60, -3.25, 1.44)  0.085
H (-5.39, -4.83, 1.41)  0.085
H (-3.68, -4.67, 1.86)  0.075
H (-6.09, -2.51, 3.08)  0.109
H (-6.09, -3.10, 4.73)  0.112
H (-7.34, -5.13, 4.28)  0.130
H (-7.29, -4.74, 2.56)  0.107
H (-8.73, -2.87, 2.98)  0.096
H (-9.86, -4.97, 4.51)  0.127
H (-9.49, -5.30, 2.75)  0.123
H (-10.76, -3.20, 2.16)  0.124
H (-11.12, -2.99, 3.84)  0.128
H (-13.95, -4.43, 3.19)  0.085
H (-13.55, -4.48, 1.46)  0.083
H (-13.26, -3.04, 2.42)  0.084
C (4.53, 7.92, 5.13)  -0.132
O (5.04, 7.19, 4.04)  -0.209
C (5.37, 5.84, 4.43)  -0.208
C (5.68, 5.05, 3.19)  -0.208
N (6.65, 5.79, 2.37)  -0.051
C (7.10, 5.14, 1.15)  -0.213
C (7.86, 6.18, 0.33)  -0.231
O (6.97, 7.11, -0.28)  -0.200
C (6.28, 6.55, -1.41)  -0.093
H (3.56, 7.48, 5.42)  0.084
H (4.28, 8.92, 4.79)  0.086
H (5.17, 7.99, 6.01)  0.088
H (4.59, 5.41, 5.06)  0.121
H (6.31, 6.04, 4.96)  0.127
H (4.75, 4.83, 2.65)  0.108
H (6.14, 4.12, 3.54)  0.122
H (6.21, 6.66, 2.08)  0.105
H (6.30, 4.78, 0.48)  0.103
H (7.73, 4.28, 1.35)  0.119
H (8.48, 5.72, -0.45)  0.115
H (8.61, 6.74, 0.89)  0.123
H (6.57, 5.53, -1.67)  0.080
H (6.46, 7.29, -2.19)  0.089
H (5.24, 6.45, -1.11)  0.082
C (5.23, 1.05, -6.67)  -0.102
O (5.61, 0.20, -5.58)  -0.198
C (4.52, -0.67, -5.32)  -0.232
C (4.92, -1.64, -4.19)  -0.177
N (5.47, -0.88, -3.04)  -0.048
C (4.41, -0.14, -2.32)  -0.193
C (4.92, 0.19, -0.91)  -0.209
O (4.69, -0.95, -0.10)  -0.179
C (5.58, -1.01, 0.97)  -0.129
H (5.01, 0.43, -7.54)  0.087
H (6.04, 1.73, -6.94)  0.088
H (4.43, 1.76, -6.42)  0.080
H (4.33, -1.33, -6.19)  0.120
H (3.63, -0.06, -5.12)  0.112
H (5.71, -2.31, -4.52)  0.113
H (4.06, -2.23, -3.87)  0.114
H (6.01, -0.15, -3.49)  0.086
H (3.45, -0.65, -2.30)  0.111
H (4.30, 0.82, -2.85)  0.088
H (4.31, 1.02, -0.53)  0.108
H (5.95, 0.53, -1.03)  0.123
H (6.17, -0.13, 1.27)  0.083
H (6.33, -1.81, 0.90)  0.088
H (5.05, -1.20, 1.91)  0.083
C (1.14, -6.31, 5.42)  -0.100
O (-0.01, -7.14, 5.39)  -0.193
C (0.30, -8.50, 5.18)  -0.259
C (-0.94, -9.26, 4.76)  -0.190
N (-1.58, -8.72, 3.57)  -0.067
C (-0.91, -8.87, 2.31)  -0.214
C (-1.06, -7.56, 1.49)  -0.241
O (-0.19, -6.62, 2.06)  -0.197
C (-0.28, -5.37, 1.38)  -0.073
H (1.67, -6.57, 6.34)  0.087
H (0.84, -5.27, 5.56)  0.086
H (1.69, -6.38, 4.48)  0.088
H (0.86, -8.95, 6.01)  0.120
H (1.07, -8.58, 4.40)  0.109
H (-1.65, -9.22, 5.60)  0.116
H (-0.63, -10.26, 4.46)  0.119
H (-1.88, -7.78, 3.77)  0.105
H (-1.32, -9.68, 1.71)  0.109
H (0.18, -9.02, 2.33)  0.115
H (-2.11, -7.23, 1.52)  0.119
H (-0.82, -7.73, 0.43)  0.121
H (-1.28, -4.97, 1.52)  0.077
H (-0.22, -5.59, 0.31)  0.068
H (0.54, -4.72, 1.67)  0.083
C (2.30, 3.19, 0.67)  -0.108
O (1.88, 1.84, 0.60)  -0.200
C (0.49, 1.75, 0.32)  -0.219
C (0.11, 0.43, -0.40)  -0.162
N (1.03, -0.66, -0.03)  -0.048
C (0.51, -1.59, 0.99)  -0.189
C (0.18, -1.01, 2.38)  -0.173
O (-0.68, -1.96, 3.01)  -0.210
C (-2.06, -1.74, 2.78)  -0.092
H (3.33, 3.21, 1.04)  0.076
H (1.73, 3.83, 1.35)  0.094
H (2.32, 3.63, -0.33)  0.076
H (0.22, 2.61, -0.30)  0.112
H (-0.11, 1.82, 1.23)  0.106
H (0.36, 0.63, -1.45)  0.112
H (-0.92, 0.28, -0.12)  0.090
H (1.79, -0.19, 0.47)  0.093
H (1.15, -2.46, 1.14)  0.106
H (-0.45, -2.02, 0.70)  0.108
H (-0.32, -0.04, 2.25)  0.103
H (1.06, -0.94, 3.02)  0.132
H (-2.60, -2.65, 3.03)  0.084
H (-2.30, -1.43, 1.76)  0.089
H (-2.47, -0.99, 3.46)  0.058
O (-0.40, -0.91, 5.78)  -0.080
H (-0.70, -1.41, 5.00)  0.002
H (-0.75, -0.01, 5.62)  -0.007
O (-1.97, 1.14, 4.75)  -0.052
H (-2.92, 1.06, 4.84)  0.022
H (-1.74, 1.96, 5.20)  0.064
O (-0.56, -4.02, -1.52)  -0.051
H (0.27, -3.53, -1.55)  0.011
H (-1.19, -3.46, -2.00)  0.033
O (-4.63, -0.49, 4.96)  -0.044
H (-5.20, 0.29, 4.88)  0.045
H (-5.18, -1.14, 5.41)  0.042
O (2.45, -2.96, -1.17)  -0.078
H (3.20, -2.83, -0.59)  0.029
H (1.87, -2.20, -0.98)  -0.012

The HOMO-LUMO gap is 0.290 Ha. The structure (SMILES) is COCCNCCOC.COCCNCCOC.COCCNCCOC.COCCNCCOC.COCCNCCOC.COCCNCCOC.COCCNCCOC.O.O.O.O.O. Its charge is 0.

=====

No. 2
The following is a DFT calculation (ωB97M-V with the def2-TZVPD basis set) of a cluster of 17 separate species, C69H180N8O22 in total in a non-equilibrium geometry.

Each line ends with the Löwdin charge.
Cartesian coordinates (Å):
C (7.18, -0.76, 4.10)  -0.053
C (5.82, -0.77, 4.83)  -0.417
C (5.26, 0.64, 4.76)  -0.064
O (4.82, -1.65, 4.18)  -0.095
H (7.53, -1.76, 3.93)  0.058
H (7.83, -0.29, 4.82)  0.070
H (7.20, -0.25, 3.08)  0.108
H (5.83, -1.12, 5.80)  0.105
H (5.18, 0.92, 3.74)  0.059
H (5.83, 1.37, 5.30)  0.085
H (4.28, 0.64, 5.11)  0.054
H (4.57, -1.11, 3.40)  0.037
C (-3.87, -4.42, -1.09)  -0.042
C (-3.95, -5.12, 0.29)  -0.490
C (-2.61, -5.18, 0.86)  -0.041
O (-4.92, -4.45, 1.07)  -0.054
H (-4.81, -4.36, -1.59)  0.074
H (-3.12, -4.90, -1.72)  0.057
H (-3.49, -3.38, -1.01)  0.071
H (-4.38, -6.15, 0.11)  0.159
H (-2.16, -4.20, 0.87)  0.054
H (-2.03, -5.90, 0.32)  0.075
H (-2.66, -5.62, 1.88)  0.083
H (-4.88, -3.47, 0.96)  0.068
C (-1.03, -7.87, -2.89)  -0.056
C (-0.52, -6.55, -2.39)  -0.425
C (0.70, -6.65, -1.41)  -0.028
O (0.01, -5.66, -3.47)  -0.134
H (-1.28, -8.53, -2.09)  0.075
H (-0.28, -8.30, -3.57)  0.086
H (-1.98, -7.76, -3.41)  0.072
H (-1.29, -6.01, -1.90)  0.083
H (1.53, -7.15, -1.86)  0.074
H (0.44, -7.22, -0.53)  0.071
H (0.94, -5.64, -1.11)  0.056
H (-0.73, -5.35, -4.13)  0.080
C (-2.61, 6.16, 5.50)  -0.070
C (-2.96, 6.24, 4.08)  -0.456
C (-4.35, 6.76, 3.70)  -0.060
O (-2.04, 7.18, 3.33)  -0.110
H (-2.93, 7.05, 6.09)  0.101
H (-1.54, 6.04, 5.52)  0.071
H (-3.05, 5.27, 5.92)  0.074
H (-2.69, 5.24, 3.68)  0.141
H (-4.49, 7.88, 3.90)  0.108
H (-5.14, 6.17, 4.17)  0.066
H (-4.48, 6.63, 2.60)  0.077
H (-1.87, 7.92, 3.95)  0.084
C (0.68, -2.98, 4.24)  -0.041
C (-0.63, -3.55, 4.65)  -0.465
C (-1.67, -2.41, 4.88)  -0.022
O (-1.00, -4.49, 3.67)  -0.048
H (0.61, -2.45, 3.29)  0.074
H (1.40, -3.75, 4.21)  0.061
H (1.01, -2.39, 5.07)  0.086
H (-0.57, -3.95, 5.67)  0.133
H (-1.68, -2.18, 5.93)  0.079
H (-2.65, -2.69, 4.49)  0.055
H (-1.42, -1.51, 4.33)  0.056
H (-1.92, -4.68, 3.68)  0.023
C (1.99, -0.77, -2.89)  -0.018
C (1.38, -2.02, -3.58)  -0.458
C (2.37, -2.73, -4.42)  -0.050
O (1.03, -2.88, -2.47)  -0.079
H (1.39, -0.62, -1.97)  0.086
H (1.92, 0.08, -3.47)  0.029
H (3.06, -0.95, -2.64)  0.058
H (0.51, -1.78, -4.15)  0.093
H (2.19, -3.79, -4.62)  0.077
H (3.43, -2.62, -4.08)  0.094
H (2.32, -2.16, -5.37)  0.075
H (0.90, -3.77, -2.82)  0.049
C (-5.23, 1.85, 5.42)  -0.067
C (-3.94, 1.04, 5.67)  -0.499
C (-2.89, 1.75, 6.55)  -0.049
O (-4.24, -0.20, 6.27)  -0.057
H (-5.58, 2.39, 6.37)  0.100
H (-6.00, 1.32, 4.88)  0.053
H (-5.03, 2.78, 4.87)  0.068
H (-3.49, 0.88, 4.59)  0.150
H (-2.37, 0.94, 7.06)  0.078
H (-3.42, 2.32, 7.30)  0.065
H (-2.24, 2.50, 6.01)  0.077
H (-4.98, -0.59, 5.82)  0.052
C (5.13, 3.50, -0.25)  -0.027
C (5.56, 4.90, 0.07)  -0.433
C (6.45, 5.27, 1.30)  -0.012
O (6.19, 5.32, -1.16)  -0.096
H (4.57, 3.51, -1.14)  0.057
H (4.52, 3.06, 0.56)  0.087
H (5.95, 2.81, -0.45)  0.057
H (4.65, 5.46, 0.07)  0.095
H (7.10, 4.44, 1.43)  0.057
H (5.77, 5.25, 2.12)  0.062
H (7.06, 6.19, 1.31)  0.088
H (6.68, 6.13, -1.09)  0.071
C (1.60, -7.17, 3.82)  -0.057
C (0.52, -8.13, 4.24)  -0.498
C (0.71, -8.55, 5.67)  -0.051
O (-0.74, -7.55, 3.96)  -0.069
H (1.71, -6.23, 4.47)  0.112
H (1.56, -6.95, 2.79)  0.062
H (2.53, -7.69, 4.00)  0.071
H (0.65, -8.90, 3.57)  0.114
H (0.49, -7.77, 6.47)  0.106
H (1.79, -8.73, 5.76)  0.073
H (0.28, -9.47, 6.01)  0.058
H (-0.67, -6.60, 4.17)  0.054
C (3.23, 6.00, -2.81)  -0.060
C (4.17, 5.37, -3.80)  -0.443
C (3.67, 5.39, -5.25)  -0.207
O (2.72, 4.39, -5.47)  -0.204
C (3.26, 3.10, -5.76)  -0.077
N (5.46, 6.03, -3.84)  0.042
H (3.08, 7.05, -3.04)  0.072
H (3.57, 6.12, -1.73)  0.090
H (2.32, 5.42, -2.68)  0.048
H (4.22, 4.29, -3.58)  0.123
H (4.45, 5.36, -5.99)  0.107
H (3.08, 6.41, -5.40)  0.159
H (4.04, 3.15, -6.46)  0.068
H (2.42, 2.58, -6.25)  0.087
H (3.57, 2.53, -4.88)  0.080
H (6.03, 6.09, -2.94)  0.074
H (6.01, 5.90, -4.64)  0.042
C (-0.80, 8.54, -3.67)  -0.055
C (-0.08, 7.27, -3.23)  -0.450
C (-0.63, 6.71, -1.91)  -0.250
O (-0.89, 7.73, -1.03)  -0.156
C (-1.57, 7.31, 0.14)  -0.084
N (-0.22, 6.21, -4.16)  0.037
H (-1.88, 8.43, -3.58)  0.081
H (-0.53, 8.69, -4.73)  0.087
H (-0.45, 9.35, -3.09)  0.060
H (1.02, 7.60, -3.21)  0.140
H (0.02, 5.91, -1.57)  0.096
H (-1.51, 6.10, -2.14)  0.120
H (-1.35, 6.18, 0.37)  0.105
H (-2.66, 7.29, 0.08)  0.080
H (-1.28, 7.86, 1.00)  0.052
H (-1.00, 6.36, -4.82)  0.096
H (0.61, 6.15, -4.77)  0.075
C (1.68, 4.48, 1.57)  -0.080
C (1.12, 5.06, 2.79)  -0.440
C (1.21, 4.12, 3.98)  -0.198
O (0.36, 3.02, 3.75)  -0.200
C (0.31, 2.11, 4.78)  -0.129
N (1.89, 6.32, 2.95)  0.034
H (2.77, 4.29, 1.68)  0.080
H (1.59, 5.10, 0.62)  0.100
H (1.24, 3.50, 1.36)  0.051
H (0.07, 5.30, 2.61)  0.130
H (0.87, 4.51, 4.99)  0.138
H (2.25, 3.82, 4.07)  0.124
H (-0.49, 1.44, 4.59)  0.069
H (0.14, 2.57, 5.75)  0.078
H (1.26, 1.56, 4.88)  0.097
H (2.64, 6.20, 3.64)  0.067
H (1.32, 7.12, 3.35)  0.090
C (2.64, -0.05, 1.31)  -0.060
O (3.97, -0.54, 1.63)  -0.253
C (4.21, -1.93, 1.25)  -0.188
C (4.31, -1.93, -0.24)  -0.198
N (5.54, -1.11, -0.55)  -0.051
C (6.02, -1.10, -1.91)  -0.240
C (7.23, -0.22, -2.02)  -0.284
O (7.00, 1.08, -1.61)  -0.200
C (8.12, 1.87, -1.87)  -0.101
H (1.87, -0.69, 1.74)  0.059
H (2.31, -0.08, 0.24)  0.078
H (2.60, 1.02, 1.67)  0.102
H (3.28, -2.51, 1.51)  0.128
H (5.14, -2.16, 1.83)  0.136
H (3.35, -1.66, -0.75)  0.093
H (4.61, -2.91, -0.63)  0.121
H (5.37, -0.12, -0.25)  0.124
H (5.21, -0.70, -2.58)  0.111
H (6.30, -2.12, -2.26)  0.132
H (7.55, -0.22, -3.10)  0.133
H (8.04, -0.74, -1.44)  0.137
H (9.01, 1.48, -1.32)  0.109
H (7.93, 2.93, -1.67)  0.084
H (8.26, 1.84, -2.93)  0.071
C (-4.64, 3.94, -0.86)  -0.061
O (-3.98, 3.97, -2.18)  -0.191
C (-3.93, 2.63, -2.74)  -0.250
C (-3.29, 2.76, -4.05)  -0.246
N (-1.92, 3.23, -3.99)  -0.023
C (-1.20, 2.95, -5.29)  -0.168
C (-0.53, 1.58, -5.26)  -0.198
O (-0.10, 1.22, -6.57)  -0.188
C (0.23, -0.11, -6.75)  -0.123
H (-4.00, 3.52, -0.07)  0.072
H (-5.60, 3.47, -0.91)  0.075
H (-4.72, 5.00, -0.66)  0.077
H (-4.88, 2.19, -2.83)  0.109
H (-3.26, 1.96, -2.15)  0.114
H (-3.88, 3.45, -4.66)  0.127
H (-3.34, 1.80, -4.54)  0.108
H (-1.85, 4.22, -3.83)  0.071
H (-0.52, 3.78, -5.42)  0.094
H (-1.93, 2.94, -6.12)  0.121
H (-1.35, 0.92, -4.91)  0.101
H (0.31, 1.52, -4.58)  0.108
H (-0.60, -0.74, -6.37)  0.078
H (1.11, -0.43, -6.16)  0.075
H (0.34, -0.28, -7.82)  0.095
C (0.46, -3.25, 0.50)  -0.127
O (0.16, -1.90, 0.74)  -0.219
C (-1.26, -1.71, 1.06)  -0.184
C (-1.41, -0.29, 1.52)  -0.225
N (-1.10, 0.66, 0.50)  -0.054
C (-1.07, 2.05, 0.92)  -0.171
C (-0.74, 2.84, -0.39)  -0.171
O (0.54, 2.31, -0.83)  -0.236
C (1.27, 3.02, -1.85)  -0.063
H (0.39, -3.92, 1.37)  0.078
H (1.53, -3.28, 0.15)  0.091
H (-0.21, -3.62, -0.32)  0.084
H (-1.44, -2.41, 1.87)  0.099
H (-1.87, -1.93, 0.21)  0.096
H (-0.67, -0.16, 2.29)  0.106
H (-2.46, -0.21, 1.86)  0.121
H (-0.23, 0.49, -0.04)  0.112
H (-0.28, 2.31, 1.59)  0.067
H (-2.09, 2.24, 1.35)  0.127
H (-0.72, 3.94, -0.27)  0.103
H (-1.45, 2.59, -1.16)  0.084
H (2.17, 2.42, -2.11)  0.095
H (1.68, 3.95, -1.38)  0.058
H (0.63, 3.25, -2.65)  0.052
C (-3.86, -6.35, 4.32)  -0.086
O (-3.62, -5.00, 4.65)  -0.231
C (-4.57, -4.39, 5.47)  -0.197
C (-5.81, -3.91, 4.71)  -0.198
N (-5.60, -2.59, 4.16)  -0.061
C (-6.71, -2.30, 3.34)  -0.234
C (-6.42, -1.16, 2.31)  -0.169
O (-5.25, -1.43, 1.50)  -0.232
C (-5.03, -0.47, 0.48)  -0.081
H (-4.17, -6.91, 5.18)  0.078
H (-2.82, -6.86, 4.16)  0.108
H (-4.56, -6.40, 3.45)  0.101
H (-4.11, -3.52, 5.90)  0.107
H (-4.89, -5.10, 6.20)  0.112
H (-6.73, -3.79, 5.34)  0.141
H (-6.05, -4.61, 3.94)  0.098
H (-4.79, -2.68, 3.51)  0.121
H (-7.54, -1.75, 3.91)  0.146
H (-7.13, -3.20, 2.85)  0.119
H (-6.24, -0.25, 2.90)  0.119
H (-7.20, -1.09, 1.68)  0.082
H (-5.84, -0.51, -0.27)  0.103
H (-4.04, -0.64, 0.06)  0.073
H (-5.18, 0.47, 0.94)  0.067
C (0.60, -7.34, -7.81)  -0.104
O (-0.62, -6.66, -7.70)  -0.161
C (-1.35, -7.04, -6.60)  -0.263
C (-2.42, -6.02, -6.25)  -0.236
N (-1.95, -4.89, -5.53)  -0.076
C (-3.07, -4.05, -5.00)  -0.173
C (-2.39, -2.79, -4.48)  -0.211
O (-3.33, -1.72, -4.26)  -0.172
C (-2.94, -0.89, -3.20)  -0.109
H (1.31, -7.00, -7.04)  0.098
H (0.97, -7.32, -8.80)  0.078
H (0.49, -8.38, -7.57)  0.076
H (-0.76, -7.24, -5.70)  0.099
H (-1.95, -7.98, -6.84)  0.147
H (-3.29, -6.49, -5.79)  0.122
H (-2.83, -5.73, -7.23)  0.128
H (-1.49, -4.26, -6.22)  0.141
H (-3.60, -4.56, -4.17)  0.113
H (-3.94, -3.78, -5.71)  0.143
H (-1.53, -2.53, -5.11)  0.101
H (-2.00, -3.07, -3.49)  0.113
H (-2.74, -1.46, -2.25)  0.084
H (-3.66, -0.12, -3.06)  0.064
H (-1.94, -0.54, -3.45)  0.079

The HOMO-LUMO gap is 0.317 Ha. Its charge is 0.

=====

Which LUMO belongs to each record? In order, -0.05; 0.42 eV.
Which ΔE to the lowest compared entry with this formula, charge and spin belongs to each record? In order, 1.254; 0.000 eV.
Which E_tot belongs to each record? In order, -94739.9055; -131424.7195 eV.